Entry 1:
{
  "formula": "C30H34BrCl2N5O6Pb",
  "method": "the ωB97M-V functional and the def2-TZVPD basis",
  "de_lowest_ev": 1.8066,
  "e_homo_ev": [-12.94, -12.94],
  "e_tot_ha": -5575.38929,
  "charge": 2,
  "species": ["Pb", "O", "C", "C", "C", "C", "C", "C", "C", "O", "N", "N", "C", "C", "Br", "C", "C", "C", "C", "C", "C", "C", "H", "H", "H", "H", "H", "H", "H", "H", "H", "H", "H", "H", "H", "H", "O", "C", "C", "C", "C", "C", "C", "C", "O", "N", "O", "O", "H", "H", "H", "H", "Cl", "C", "Cl", "H", "H", "C", "C", "N", "C", "C", "C", "C", "N", "H", "H", "H", "H", "H", "H", "H", "H", "H", "H", "H", "H", "H", "H"],
  "xyz": [[-0.656814, 1.137498, -1.159366], [-1.737855, 3.489305, 3.200310], [-1.148007, 3.097149, 4.230193], [-1.314777, 3.773739, 5.494723], [-0.641062, 3.351034, 6.609240], [0.230748, 2.258608, 6.526671], [0.428018, 1.580433, 5.307251], [-0.235903, 1.966400, 4.177858], [-0.064530, 1.211372, 2.881820], [-0.278220, 1.942660, 1.740129], [-1.012693, 0.040700, 2.927701], [-1.600593, -0.413325, 1.882873], [-2.351304, -1.494994, 2.049489], [-3.148938, -2.028299, 1.033493], [-3.424007, -1.087806, -0.568860], [-3.899799, -3.191092, 1.186339], [-3.717826, -4.239053, 2.128739], [-2.487603, -4.524617, 2.764403], [-2.402093, -5.555298, 3.671780], [-3.530279, -6.322668, 3.964356], [-4.742052, -6.082621, 3.321696], [-4.831239, -5.068754, 2.394851], [-0.915813, 2.655600, 1.984807], [-1.984754, 4.622963, 5.506090], [-0.767260, 3.862472, 7.553461], [0.770834, 1.933707, 7.405353], [1.129294, 0.752891, 5.278474], [0.936436, 0.772458, 2.846927], [-1.144549, -0.415134, 3.831471], [-2.415489, -1.962451, 3.030947], [-4.733790, -3.306739, 0.502204], [-1.594992, -3.983425, 2.481065], [-1.455799, -5.792029, 4.138080], [-3.453879, -7.133331, 4.676820], [-5.603266, -6.698725, 3.538501], [-5.764777, -4.880289, 1.879782], [0.049070, -1.099498, -1.405536], [0.343163, -1.710798, -2.454718], [0.276986, -1.251530, -3.795316], [0.750920, -2.152853, -4.776476], [0.721263, -1.804634, -6.088592], [0.214239, -0.559859, -6.501223], [-0.257724, 0.325909, -5.576112], [-0.248616, 0.023171, -4.189056], [-0.723129, 0.889985, -3.361185], [1.223337, -2.750511, -7.095369], [1.694101, -3.795180, -6.693165], [1.147819, -2.413776, -8.256990], [0.705415, -2.740927, -2.331902], [1.141496, -3.121196, -4.491136], [0.204989, -0.327341, -7.557084], [-0.655847, 1.285443, -5.875272], [-1.850404, 4.186901, -1.766327], [-3.354124, 3.814450, -2.647858], [-3.854186, 2.138382, -2.400676], [-3.169396, 3.975439, -3.702310], [-4.125746, 4.467958, -2.260975], [2.549714, -0.112478, 0.295320], [3.028918, 0.259792, -1.100338], [3.482390, 1.641204, -1.181347], [4.921065, 1.856643, -0.988538], [5.730901, 1.601230, -2.250457], [2.633321, 2.618376, -1.509185], [3.191572, 3.999446, -1.715321], [1.348589, 2.396735, -1.656131], [2.382348, -1.186271, 0.373724], [1.614362, 0.398420, 0.532803], [3.289616, 0.177358, 1.043810], [2.241336, 0.120867, -1.838624], [3.859469, -0.379511, -1.399590], [5.236830, 1.179212, -0.193109], [5.088403, 2.863466, -0.613846], [5.609376, 0.576174, -2.601550], [6.790250, 1.761009, -2.052793], [5.431585, 2.270662, -3.056932], [4.053310, 3.990800, -2.379823], [3.505846, 4.423316, -0.760686], [2.432343, 4.650659, -2.140621], [0.909462, 3.245020, -1.999161]],
  "atomic_forces_ev_per_a": [[0.0555, 0.0000, -0.1384], [-0.0875, 0.0226, 0.0270], [0.0600, 0.1102, -0.0432], [-0.0413, -0.0249, 0.0283], [0.0047, -0.0004, -0.0457], [-0.0110, 0.0205, 0.0061], [0.0185, 0.0015, -0.0047], [0.0236, -0.0869, 0.1184], [-0.0688, -0.0570, -0.0857], [0.2692, -0.1291, 0.0103], [-0.0255, 0.0250, 0.0029], [0.0078, 0.0144, -0.0012], [0.0010, -0.0031, 0.0036], [-0.0656, -0.0668, 0.0365], [0.0401, 0.0414, 0.0153], [0.0137, 0.0178, -0.0091], [-0.0001, -0.0063, 0.0005], [-0.0070, 0.0048, 0.0021], [-0.0017, -0.0006, 0.0001], [-0.0001, -0.0020, 0.0000], [0.0029, 0.0013, 0.0013], [-0.0002, 0.0038, -0.0013], [-0.1649, 0.0526, 0.0273], [-0.0030, 0.0011, 0.0190], [-0.0102, 0.0080, -0.0049], [0.0023, 0.0028, 0.0021], [-0.0006, 0.0075, -0.0208], [0.0261, -0.0257, -0.0525], [0.0093, -0.0008, 0.0117], [-0.0036, -0.0144, -0.0010], [0.0013, -0.0041, -0.0024], [0.0015, 0.0079, -0.0012], [0.0008, 0.0010, -0.0006], [-0.0007, -0.0003, 0.0005], [-0.0004, -0.0006, -0.0005], [-0.0011, -0.0013, 0.0000], [0.0877, -0.0262, -0.0045], [-0.0473, 0.0059, 0.0426], [-0.0052, 0.0272, -0.0259], [-0.0054, 0.0150, 0.0121], [-0.0283, -0.0165, -0.0239], [-0.0013, -0.0234, -0.0127], [-0.0025, 0.0014, 0.0228], [0.0378, -0.0581, -0.0135], [-0.0760, 0.0442, 0.0502], [0.1306, 0.0315, -0.0141], [-0.0633, 0.0101, 0.0031], [-0.0399, -0.0101, 0.0317], [0.0015, 0.0000, -0.0060], [0.0003, -0.0027, -0.0032], [0.0006, 0.0029, 0.0001], [0.0002, 0.0009, 0.0011], [0.0029, 0.0703, -0.0027], [0.0693, -0.0031, 0.0207], [-0.0306, -0.0075, 0.0085], [-0.0047, -0.0246, -0.0033], [-0.0077, -0.0030, -0.0112], [0.0100, -0.0335, 0.0191], [-0.0518, 0.0087, 0.0150], [-0.0504, 0.0351, -0.0520], [0.0204, 0.0102, 0.0093], [0.0022, -0.0040, -0.0017], [0.0277, -0.0728, -0.0033], [-0.0008, 0.0230, -0.0061], [-0.0511, 0.0358, 0.0283], [-0.0302, 0.0076, -0.0194], [-0.0106, 0.0603, 0.0614], [0.0066, -0.0222, -0.0112], [0.0111, -0.0381, -0.0207], [0.0326, 0.0274, 0.0324], [0.0023, 0.0054, 0.0016], [-0.0027, -0.0056, -0.0083], [-0.0066, 0.0021, -0.0016], [-0.0007, -0.0038, 0.0027], [0.0033, 0.0029, -0.0017], [-0.0026, 0.0003, 0.0048], [-0.0039, 0.0082, -0.0007], [0.0020, 0.0018, 0.0018], [0.0296, -0.0027, -0.0217]],
  "lowdin_charge": [1.3373, 0.0873, -0.3186, 0.0616, -0.0341, -0.0024, -0.0084, -0.0819, -0.2992, -0.0874, 0.0924, 0.0821, -0.1479, -0.5983, 0.8533, -0.0294, -0.2045, -0.0213, -0.0416, -0.0143, -0.0327, 0.0084, 0.0747, 0.1355, 0.1245, 0.1231, 0.1283, 0.1529, 0.1701, 0.1309, 0.1170, 0.1153, 0.1190, 0.1243, 0.1236, 0.1291, -0.2223, -0.1784, -0.1179, 0.0572, -0.1339, 0.0409, 0.0250, -0.3277, -0.2735, -0.3551, 0.0868, 0.1004, 0.1448, 0.1332, 0.1316, 0.1261, 0.5123, -0.9383, 0.5170, 0.0412, 0.0389, -0.0631, -0.1944, -0.0747, -0.1960, -0.0547, -0.3906, 0.0182, -0.0076, 0.0858, 0.0239, 0.0851, 0.0896, 0.1276, 0.1242, 0.1126, 0.0769, 0.0886, 0.0755, 0.0881, 0.1025, 0.0901, 0.0152]
}

Entry 2:
{
  "formula": "C30H34Cl2MoN5O3P2S4",
  "method": "the ωB97M-V functional and the def2-TZVPD basis",
  "de_lowest_ev": 0.0421,
  "e_homo_ev": [-9.67, -9.67],
  "e_tot_ha": -4927.01718,
  "charge": 1,
  "species": ["Mo", "O", "N", "C", "C", "C", "C", "C", "C", "C", "P", "C", "C", "C", "C", "C", "C", "C", "C", "C", "C", "C", "C", "H", "H", "H", "H", "H", "H", "H", "H", "H", "H", "H", "H", "H", "H", "H", "H", "C", "C", "S", "C", "C", "S", "H", "H", "H", "H", "H", "H", "S", "C", "C", "N", "C", "S", "C", "N", "N", "C", "P", "O", "O", "C", "N", "H", "H", "H", "H", "H", "H", "H", "H", "H", "H", "Cl", "C", "Cl", "H", "H"],
  "xyz": [[-0.697267, -0.672972, -0.150371], [0.662631, -2.454234, 2.011285], [0.085195, -1.167872, 1.896327], [0.091251, -0.646073, 3.058259], [-0.350517, 0.674578, 3.493587], [-0.353909, 0.827926, 4.884918], [-0.704957, 2.031556, 5.465996], [-1.026312, 3.103498, 4.647636], [-1.008995, 2.962365, 3.268424], [-0.699102, 1.747251, 2.665847], [-0.491086, 1.659234, 0.843286], [-1.682613, 2.878018, 0.206690], [-2.909375, 3.093178, 0.832587], [-3.835462, 3.964028, 0.280726], [-3.551217, 4.623115, -0.906590], [-2.336878, 4.408231, -1.541607], [-1.407793, 3.538738, -0.991359], [1.142642, 2.478658, 0.820205], [2.257358, 1.662288, 0.994049], [3.521546, 2.213631, 1.119983], [3.683191, 3.591246, 1.063318], [2.577842, 4.408533, 0.880479], [1.309074, 3.857407, 0.763728], [-0.047576, -3.030568, 1.656645], [0.443679, -1.295520, 3.854490], [-0.078599, -0.011264, 5.511746], [-0.712587, 2.137147, 6.542030], [-1.282353, 4.061409, 5.081481], [-1.237634, 3.821495, 2.652813], [-3.161584, 2.570987, 1.745827], [-4.783791, 4.120421, 0.777789], [-4.276169, 5.301739, -1.336726], [-2.105582, 4.915353, -2.468977], [-0.467159, 3.374576, -1.497951], [2.135803, 0.583326, 0.995883], [4.382049, 1.567698, 1.243082], [4.669530, 4.027168, 1.153281], [2.700522, 5.482420, 0.829560], [0.457188, 4.510559, 0.629256], [-5.345102, -1.103730, -0.308758], [-3.881554, -1.401261, -0.100893], [-2.859355, -0.027425, 0.177309], [-3.370059, -2.650201, -0.093207], [-4.175843, -3.888560, -0.347687], [-1.676880, -2.886889, 0.223503], [-5.528318, -0.031198, -0.271080], [-5.963006, -1.577221, 0.456582], [-5.683615, -1.461114, -1.282842], [-5.244299, -3.683433, -0.331854], [-3.962582, -4.653665, 0.400221], [-3.929993, -4.307722, -1.326315], [-1.345286, -1.560948, -2.334187], [-0.459061, -0.737296, -3.576582], [-0.482933, -1.363180, -4.862401], [-0.512455, -2.011809, -5.813985], [0.310849, 0.330052, -3.283913], [0.552270, 0.825688, -1.651903], [1.052124, 1.037638, -4.285889], [1.654544, 1.624330, -5.070258], [3.262684, -2.742502, 0.859110], [3.124514, -3.682968, -0.298665], [1.925057, -2.920780, -1.494310], [2.611401, -2.653962, -2.786911], [1.285088, -1.865684, -0.638949], [0.766289, -4.279869, -1.971105], [0.419454, -4.000164, -3.399037], [3.743947, -1.890420, 0.558667], [3.798168, -3.148383, 1.623707], [2.308565, -2.491184, 1.180116], [2.788852, -4.641317, 0.097188], [4.099395, -3.804274, -0.766398], [-0.148038, -4.319293, -1.383960], [1.295158, -5.232486, -1.933048], [0.174627, -4.829823, -3.932115], [1.240470, -3.519421, -3.817545], [-0.369201, -3.335433, -3.414372], [3.932362, 0.125511, -1.709194], [5.609839, -0.364892, -1.683964], [6.015274, -1.248966, -0.163963], [6.256063, 0.502711, -1.716117], [5.799636, -1.047698, -2.502589]],
  "atomic_forces_ev_per_a": [[-0.5520, 0.0497, -0.8558], [-0.0544, -0.2989, -0.0993], [0.3843, 0.1480, -0.1007], [-0.2961, 0.3370, 0.3475], [0.0814, -0.2178, -0.0192], [-0.0491, 0.1035, 0.0088], [0.0039, -0.0240, -0.0382], [-0.0049, 0.0100, 0.0400], [-0.0125, 0.0100, -0.0178], [-0.0398, -0.0186, -0.0038], [0.0843, -0.0547, 0.1062], [0.0740, -0.0085, -0.0822], [-0.0759, -0.0143, 0.0099], [0.0089, 0.0093, -0.0171], [-0.0036, 0.0030, 0.0056], [0.0179, -0.0103, 0.0079], [-0.0020, 0.0326, 0.0239], [0.0193, -0.1163, -0.0533], [0.0548, -0.0342, -0.0095], [-0.0204, 0.0440, 0.0040], [0.0186, -0.0387, 0.0084], [-0.0310, 0.0105, -0.0026], [0.0176, 0.0526, 0.0462], [0.0152, -0.0744, -0.0261], [0.0106, 0.0150, -0.0022], [0.0021, 0.0002, -0.0081], [-0.0017, -0.0020, -0.0046], [0.0041, -0.0085, -0.0044], [0.0084, -0.0063, 0.0022], [0.0269, 0.0008, -0.0059], [0.0029, -0.0004, -0.0042], [0.0046, -0.0025, 0.0009], [-0.0150, 0.0023, 0.0046], [0.0184, 0.0046, -0.0089], [-0.0328, 0.0062, -0.0133], [0.0054, 0.0139, 0.0022], [-0.0044, -0.0017, 0.0020], [-0.0015, -0.0036, -0.0058], [-0.0248, -0.0086, -0.0049], [-0.0327, -0.0041, -0.0063], [-0.0862, -0.1302, -0.0097], [0.1640, -0.0399, 0.1551], [-0.0498, 0.0953, 0.0030], [-0.0271, -0.0507, -0.0109], [0.1558, 0.0881, 0.2012], [0.0154, -0.0002, 0.0063], [0.0104, -0.0038, -0.0085], [0.0114, 0.0097, 0.0020], [0.0091, 0.0145, 0.0103], [0.0200, 0.0075, -0.0043], [0.0094, 0.0057, 0.0061], [-0.0350, 0.0923, 0.2351], [0.0802, 0.0148, -0.1647], [-0.1044, 0.0920, 0.0460], [0.0423, -0.0190, 0.0125], [0.0523, 0.0408, -0.0334], [0.0673, -0.0040, 0.0688], [-0.0023, 0.0203, -0.0002], [-0.0215, -0.0350, 0.0431], [-0.0372, -0.1142, -0.0727], [0.0585, 0.0078, 0.0707], [0.1640, 0.1140, -0.1894], [-0.0442, 0.0744, 0.0650], [0.0328, -0.1014, 0.3100], [-0.0399, -0.0954, -0.0651], [0.1247, -0.1260, 0.0764], [0.0170, 0.0888, -0.0665], [0.0204, -0.0279, 0.0141], [-0.0668, 0.0727, 0.0766], [-0.0274, 0.0012, -0.0446], [-0.0144, -0.0211, -0.0115], [-0.0032, 0.0019, 0.0375], [-0.0225, 0.0004, 0.0158], [-0.0228, -0.0272, -0.0471], [-0.0019, -0.0005, 0.0005], [-0.0837, 0.0224, 0.0247], [-0.0589, 0.0727, 0.0882], [0.0706, -0.1372, 0.0573], [0.0075, 0.0724, -0.1021], [0.0015, 0.0213, -0.0061], [0.0055, -0.0022, -0.0154]],
  "lowdin_charge": [0.5405, -0.1490, -0.1570, -0.0586, -0.1889, -0.0204, -0.0473, -0.0351, -0.0684, -0.2592, 0.9001, -0.4096, -0.1531, -0.0647, -0.0638, -0.0581, -0.1099, -0.3912, -0.1540, -0.0929, -0.0656, -0.0574, -0.0715, -0.0052, 0.1414, 0.1176, 0.1152, 0.1178, 0.1103, 0.0964, 0.1104, 0.1100, 0.1124, 0.0780, 0.0730, 0.0948, 0.1094, 0.1113, 0.1065, -0.1116, -0.7205, 0.6894, -0.7457, -0.1005, 0.6326, 0.0613, 0.0853, 0.0896, 0.0734, 0.0769, 0.0856, 0.6720, -0.6838, -0.2744, 0.1760, -0.6678, 0.6767, -0.2548, 0.1854, 0.1179, -0.1642, 0.4155, -0.3315, -0.5149, -0.1996, 0.1128, 0.0532, 0.1640, 0.0925, 0.1074, 0.0978, 0.0360, 0.1065, 0.1662, 0.1219, 0.0375, 0.6111, -0.9288, 0.5212, 0.0329, 0.0355]
}